[1]
{"formula": "C42H40N8O4", "method": "wB97M-V/def2-TZVPD", "smiles": "O=[N+]([O-])c1ccccc1.O=[N+]([O-])c1ccccc1.c1ccncc1.c1ccncc1.c1ccncc1.c1ccncc1.c1ccncc1.c1ccncc1", "homo_lumo_gap_ev": 7.944, "lumo_energy_ev": -0.784, "species": ["O", "N", "O", "C", "C", "C", "C", "C", "C", "H", "H", "H", "H", "H", "O", "N", "O", "C", "C", "C", "C", "C", "C", "H", "H", "H", "H", "H", "C", "C", "C", "N", "C", "C", "H", "H", "H", "H", "H", "C", "C", "C", "N", "C", "C", "H", "H", "H", "H", "H", "C", "C", "C", "N", "C", "C", "H", "H", "H", "H", "H", "C", "C", "C", "N", "C", "C", "H", "H", "H", "H", "H", "C", "C", "C", "N", "C", "C", "H", "H", "H", "H", "H", "C", "C", "C", "N", "C", "C", "H", "H", "H", "H", "H"], "positions_angstrom": [[2.213686, -0.679560, -6.554724], [1.222576, -1.358460, -6.261994], [0.891116, -2.402830, -6.892734], [0.480066, -1.034090, -5.035844], [-0.731144, -1.628760, -4.828474], [-1.542974, -1.197630, -3.803284], [-1.087204, -0.327770, -2.813164], [0.135666, 0.285570, -3.009584], [0.924006, -0.011600, -4.162144], [-1.153814, -2.306890, -5.555034], [-2.575784, -1.469030, -3.641894], [-1.795654, -0.077350, -2.037404], [0.515746, 0.960740, -2.257204], [1.889456, 0.466610, -4.237174], [-0.329574, -5.781230, 2.419986], [-0.049284, -4.715070, 2.953306], [0.903016, -4.591590, 3.708726], [-0.875534, -3.543500, 2.495096], [-1.674044, -3.616860, 1.327776], [-2.443714, -2.603070, 0.867376], [-2.277474, -1.319910, 1.400286], [-1.493474, -1.261060, 2.521406], [-0.916124, -2.319030, 3.148896], [-1.823154, -4.556230, 0.816156], [-3.108514, -2.863960, 0.057206], [-2.764664, -0.410540, 1.080726], [-1.441934, -0.340410, 3.083676], [-0.450834, -2.225970, 4.119076], [1.501076, -3.881450, 0.251566], [1.199796, -5.041330, -0.386504], [-0.029584, -5.159350, -1.015104], [-0.844594, -4.046600, -1.067834], [-0.484334, -2.843920, -0.516464], [0.673216, -2.738980, 0.149426], [2.489436, -3.702420, 0.648426], [1.915846, -5.847770, -0.328724], [-0.391504, -6.080490, -1.447444], [-1.116434, -1.988170, -0.702324], [1.120436, -1.788100, 0.398886], [0.893066, 4.001570, 1.861996], [2.243526, 3.564540, 1.890166], [3.015716, 4.024080, 0.831256], [2.571746, 4.807180, -0.144404], [1.220306, 5.156280, -0.233624], [0.368286, 4.772920, 0.821266], [0.237106, 3.647420, 2.643466], [2.670486, 2.961360, 2.677746], [4.085426, 3.887450, 0.890036], [0.861756, 5.780020, -1.039104], [-0.678024, 5.034780, 0.766026], [1.119296, 0.501080, -0.657474], [-0.053414, -0.255200, -0.785834], [-1.154734, -0.010480, 0.098066], [-0.986664, 0.844130, 1.160586], [0.154216, 1.567590, 1.320036], [1.105616, 1.462390, 0.372626], [1.927146, 0.348310, -1.357794], [-0.252554, -0.948250, -1.589834], [-2.056374, -0.561700, -0.124634], [0.324856, 2.419630, 1.961356], [1.994266, 2.076110, 0.378976], [-4.078954, 1.350580, -0.683544], [-5.476464, 1.075070, -0.559354], [-6.038214, 0.793520, 0.646326], [-5.336524, 0.485680, 1.737476], [-3.948474, 0.649770, 1.613066], [-3.344704, 1.107790, 0.455446], [-3.531594, 1.597320, -1.581264], [-6.054484, 1.212190, -1.461294], [-7.098994, 0.613130, 0.739146], [-3.474844, 0.421110, 2.556346], [-2.320724, 1.449070, 0.492786], [3.298536, 1.705290, -1.753954], [3.645426, 1.003840, -2.884244], [3.309086, 1.502340, -4.139944], [2.722706, 2.722200, -4.302174], [2.432916, 3.407440, -3.189174], [2.654406, 2.886980, -1.897174], [3.538506, 1.318810, -0.774444], [4.328326, 0.196780, -2.663564], [3.703686, 1.012520, -5.017874], [1.901276, 4.345790, -3.246234], [2.304666, 3.376850, -1.000454], [0.207896, -0.333930, 5.005386], [1.570146, -0.574940, 5.019046], [2.414076, 0.318260, 4.344896], [1.976736, 1.500060, 3.961606], [0.649966, 1.758170, 3.996416], [-0.299034, 0.847190, 4.562086], [-0.418454, -1.064550, 5.495576], [1.924056, -1.509100, 5.429506], [3.388786, -0.068300, 4.086226], [0.486636, 2.746430, 3.592606], [-1.321254, 1.113470, 4.786916]], "atomic_forces_ev_per_a": [[-1.6118, -0.6318, 0.4702], [1.3436, -2.0868, -1.1362], [0.4384, 2.6185, 1.3822], [0.3274, 1.3029, 0.4328], [-1.1381, -0.2990, -0.9208], [-0.3053, 0.5098, 1.6787], [-1.6408, 0.5833, -4.0399], [1.1592, 0.8268, -4.0877], [-1.3930, -0.7917, 1.1330], [0.2916, -0.1688, -0.0661], [-0.0013, -0.7451, -0.5522], [0.0367, 0.2740, -0.3542], [-0.3715, 0.4463, -1.6966], [-0.9755, -0.5745, -0.4919], [-0.1059, 0.4513, 0.3680], [-0.3082, -0.4353, -1.1596], [-0.8002, 0.8496, -0.0333], [-1.0153, 0.2630, -0.6119], [-0.1925, -2.9529, 2.7585], [-1.2581, 1.2761, 0.6925], [-1.0265, -3.3662, 1.8528], [-0.5320, 0.7475, 1.9235], [1.3932, -1.8287, 0.1196], [0.3021, -0.1046, 0.4173], [-0.0646, 0.3544, -0.2593], [-0.2077, -2.4354, 1.2041], [-0.0754, 0.0455, -0.4176], [0.0757, -0.0996, -0.4078], [0.2223, 2.1633, -0.3851], [0.0152, -1.1905, 0.3359], [-1.0777, 3.2057, 0.4514], [0.5692, -1.0028, -0.7936], [-0.1238, -2.7975, -2.6802], [2.9940, -0.3834, 0.1678], [0.0555, -0.3246, 0.3635], [-0.1198, -0.2504, -0.1564], [-0.0899, 0.1121, -0.1987], [0.0127, -1.3224, -0.1752], [-0.3018, -0.1054, 0.5915], [1.2389, 1.0296, 0.0065], [-1.1386, 1.9588, -0.5368], [-0.1328, 1.5777, 1.1233], [-1.9663, 2.1520, -0.1056], [1.9867, -1.1936, 2.7593], [0.9938, -0.0496, -0.9900], [-0.1450, 1.7190, -0.2366], [-0.2399, -0.0092, -0.0088], [0.2343, -0.2837, -0.4264], [0.3431, -0.0531, -0.2086], [-0.0920, 0.0283, 0.2456], [-1.8538, -0.7200, 2.5830], [-0.5874, 0.7152, 4.2286], [6.6501, 1.7736, -1.5868], [1.6779, 0.2495, -0.0567], [-2.2763, -1.8426, -2.0920], [3.1049, -1.6157, -2.5650], [-0.3198, -0.1145, 0.6091], [1.5828, -0.1437, 1.9471], [0.6882, 1.2421, -0.9416], [-1.4155, -2.0892, -0.1598], [-0.3638, -0.1271, 0.3518], [-1.9285, -1.4767, 1.2389], [1.8944, 1.4755, -2.4289], [-0.1289, -1.4317, 0.7497], [2.8560, 0.6707, -0.4073], [-4.7487, 1.1624, 1.0548], [-1.2937, 2.9565, -0.2272], [-0.4899, 0.3238, -0.2933], [-0.4681, -0.0705, 0.1283], [-0.2375, 0.2712, -0.0827], [0.4117, 0.3439, -0.1955], [-1.5852, 0.2408, -0.0428], [0.8096, 0.0907, -0.4441], [1.2102, 0.2561, 0.0599], [1.6120, 1.9307, 0.8101], [0.3448, -0.4838, 0.3965], [-0.2652, -1.4865, 0.7670], [-0.8982, 0.6164, -0.7357], [0.2163, 0.0218, 0.0772], [-0.2153, -0.6597, -0.8777], [-0.4208, -0.0715, -0.2857], [0.1453, 0.2392, -0.4931], [0.1077, -0.6587, -1.6777], [0.6698, -0.3806, 1.8723], [0.1065, -0.1140, -1.1388], [-1.0995, -1.4876, 1.1130], [-0.7280, -0.1228, -0.9810], [0.7506, -1.1229, 1.9376], [1.1839, 2.2846, -0.6939], [-0.2324, 0.2312, 0.1564], [0.2253, -0.0565, -0.1385], [0.5692, 0.7701, 0.2188], [-0.6955, -0.6952, 1.4608], [-0.1476, 0.0965, -0.5560]]}


[2]
{"formula": "C24H23F5N2O2S", "method": "wB97M-V/def2-TZVPD", "homo_lumo_gap_ev": 5.700, "lumo_energy_ev": -1.215, "species": ["C", "C", "S", "O", "H", "H", "H", "C", "N", "C", "O", "C", "C", "C", "C", "F", "C", "F", "C", "F", "C", "F", "C", "F", "N", "C", "C", "C", "C", "C", "C", "C", "C", "C", "C", "C", "C", "H", "H", "H", "H", "H", "H", "H", "H", "H", "H", "H", "H", "H", "H", "H", "H", "H", "H", "H", "H"], "positions_angstrom": [[4.778163, 1.748001, 0.942952], [3.296511, 1.504804, 1.135842], [2.386502, 2.939471, 1.415084], [2.842207, 0.345838, 1.038332], [5.307195, 0.839037, 1.250336], [4.946527, 1.917875, -0.129721], [5.137006, 2.617610, 1.510390], [-3.285400, -2.757391, -1.587711], [-2.105280, -2.151699, -1.027744], [-0.899526, -2.784188, -1.070336], [-0.693082, -3.935672, -1.456912], [0.137578, -1.832680, -0.474473], [1.187759, -1.379511, -1.488030], [1.905623, -2.559322, -2.066044], [1.634616, -3.013148, -3.356770], [0.720995, -2.347806, -4.111906], [2.197459, -4.179547, -3.862072], [1.866260, -4.627902, -5.091310], [3.093515, -4.897307, -3.064037], [3.640995, -6.033622, -3.531316], [3.438777, -4.433993, -1.792103], [4.303056, -5.128624, -1.022565], [2.827309, -3.282520, -1.306990], [3.105967, -2.873456, -0.041758], [-0.707407, -0.747657, 0.040243], [-0.162800, 0.275797, 0.712707], [-0.762824, 1.470239, 1.065607], [-0.102003, 2.462930, 1.777352], [-0.764906, 3.599992, 2.353066], [-0.100194, 4.530531, 3.199583], [-0.770509, 5.630179, 3.718688], [-2.141649, 5.813266, 3.474428], [-2.838956, 4.877267, 2.705308], [-2.167041, 3.795218, 2.147668], [-2.097913, -0.822679, -0.422376], [-2.402637, 0.236679, -1.486099], [-3.121781, -0.757222, 0.714747], [-3.000623, -3.675629, -2.104108], [-4.015818, -2.988556, -0.805571], [-3.753371, -2.077005, -2.303510], [0.667494, -2.321561, 0.363850], [0.690311, -0.824576, -2.295034], [1.888527, -0.708151, -0.969854], [0.867178, 0.100964, 1.000884], [-1.814400, 1.575721, 0.794802], [1.048308, 2.170021, 2.012546], [0.945844, 4.364597, 3.475099], [-0.232351, 6.356142, 4.324059], [-2.674160, 6.672048, 3.884517], [-3.910897, 4.978508, 2.523486], [-2.739422, 3.071604, 1.568498], [-1.738791, 0.108112, -2.352258], [-3.447267, 0.140921, -1.804877], [-2.262051, 1.240898, -1.083752], [-2.963212, -1.594395, 1.407187], [-3.055889, 0.185061, 1.260904], [-4.129521, -0.833510, 0.291073]], "atomic_forces_ev_per_a": [[0.2423, -0.3457, 0.1957], [-0.1036, -1.0189, -0.3569], [2.7935, 1.5210, -1.0852], [0.4558, 1.2956, 0.1136], [0.0633, 0.1726, -0.1451], [0.0212, -0.0009, 0.2613], [-0.1841, -0.3006, -0.2722], [-0.4236, 0.0840, -0.0003], [0.6041, -0.4062, -0.1469], [0.0782, -1.0715, 0.2301], [-0.2172, 1.5794, 0.2484], [-0.2025, -0.5413, 0.6451], [-0.1017, 0.5662, -0.1868], [0.4538, -0.3168, -0.2111], [-0.3276, -0.0442, 0.0945], [0.5800, -0.4326, 0.3779], [0.0264, -0.0882, -0.0731], [0.2610, 0.2482, 0.7615], [0.1696, -0.0689, -0.1584], [-0.2713, 0.5844, 0.2283], [-0.0814, -0.2080, 0.1475], [-0.5082, 0.4142, -0.5516], [-0.0124, 0.0967, 0.2012], [-0.1595, -0.2953, -0.8822], [0.4536, 0.7476, 0.2833], [-0.1305, -0.5116, -0.0050], [-1.0500, 0.3379, -0.5522], [0.2629, -3.3828, 1.7685], [-0.9079, 1.3923, 0.1879], [-0.0082, -0.4891, -0.3030], [-0.5500, 0.0224, -0.0605], [0.2532, -0.2039, -0.1415], [0.1862, -0.1397, 0.0066], [0.7134, 0.1183, 0.1374], [-0.3355, -0.0233, -0.4543], [0.0426, 0.0650, -0.1619], [0.0910, -0.2547, 0.0999], [0.0488, 0.1456, 0.1553], [0.0729, -0.0754, -0.1099], [0.0057, -0.0851, -0.0109], [-0.3486, 0.0751, -0.3110], [0.1928, -0.0683, 0.2043], [-0.1258, -0.1623, -0.1670], [0.3576, 0.1919, -0.1376], [0.4551, 0.3067, -0.1578], [-3.2641, 0.5350, 0.5613], [-0.3144, 0.0931, -0.3629], [-0.0951, -0.1958, -0.0594], [0.2251, -0.2065, -0.0690], [0.3311, 0.0640, 0.1320], [0.1823, 0.2821, 0.0927], [-0.2051, 0.0327, 0.2113], [0.2459, 0.0433, -0.0248], [-0.0480, -0.1134, -0.1520], [-0.0362, 0.2522, -0.1032], [-0.0410, -0.2149, -0.0337], [0.1841, -0.0011, 0.1016]]}


[3]
{"formula": "C10H10BrNO", "method": "wB97M-V/def2-TZVPD", "smiles": "CC1(C)c2ccccc2C(=O)N1Br", "homo_lumo_gap_ev": 9.159, "lumo_energy_ev": 0.026, "species": ["C", "C", "C", "C", "C", "C", "C", "C", "C", "C", "O", "N", "Br", "H", "H", "H", "H", "H", "H", "H", "H", "H", "H"], "positions_angstrom": [[2.046021, -0.762309, 0.683541], [0.721190, -0.081377, 1.001861], [1.081469, 1.191686, 1.861591], [-0.082494, 0.288415, -0.283005], [0.216214, 0.919218, -1.418730], [-0.642002, 0.996184, -2.497008], [-1.905906, 0.368197, -2.424627], [-2.203999, -0.386034, -1.305383], [-1.305534, -0.416737, -0.273377], [-1.437277, -1.237212, 0.925826], [-2.324237, -2.005226, 1.183070], [-0.185216, -0.927038, 1.678012], [0.228640, -2.439761, 2.738686], [2.580200, -0.974355, 1.561106], [2.594038, 0.008899, 0.074002], [1.833180, -1.693002, 0.223039], [0.214253, 1.827880, 2.151857], [1.554384, 1.920637, 1.116881], [1.754435, 0.913578, 2.604366], [1.149840, 1.467663, -1.573821], [-0.254286, 1.544015, -3.457523], [-2.532923, 0.420442, -3.385449], [-3.099989, -0.943764, -1.184918]], "atomic_forces_ev_per_a": [[-0.5662, 1.9841, -1.3298], [1.0009, 1.9553, -0.2694], [-1.5524, 1.6576, -3.7026], [-1.4197, -2.7605, 2.1590], [2.1784, 2.4207, -1.6912], [-0.6243, 0.3312, -1.6838], [0.4952, 0.5941, -2.5169], [-0.1071, 0.4258, -0.2205], [0.9915, 0.8971, 0.3069], [1.5180, 0.6469, 0.3534], [0.7241, 0.1624, 0.5624], [-4.1121, -2.8252, 0.6078], [0.4250, 0.9580, -0.2562], [0.7983, -0.0916, 1.3122], [-0.1350, -1.3118, 0.2891], [0.1690, -0.7667, -1.0412], [0.3499, -1.0764, 0.4148], [0.0646, -1.0395, 1.0308], [0.9382, -0.1235, 1.5475], [0.0187, -0.3060, 0.3894], [-1.0953, -1.1287, 1.9850], [0.6484, -0.2319, 1.8990], [-0.7082, -0.3717, -0.1457]]}


[4]
{"formula": "C9H14", "method": "wB97M-V/def2-TZVPD", "smiles": "Cc1ccccc1.CC", "homo_lumo_gap_ev": 9.567, "lumo_energy_ev": 0.988, "species": ["C", "C", "C", "C", "C", "C", "C", "H", "H", "H", "H", "H", "H", "H", "H", "C", "C", "H", "H", "H", "H", "H", "H"], "positions_angstrom": [[-0.566491, 1.299306, 0.515391], [-0.566097, 0.861949, -0.883790], [-0.426446, 2.002269, -1.735989], [-0.819704, 1.741203, -3.005327], [-0.963642, 0.391653, -3.574397], [-0.838875, -0.692402, -2.731501], [-0.612927, -0.452934, -1.425822], [-0.807289, 0.214098, 1.106907], [-1.336685, 1.925637, 1.000039], [0.286860, 1.847570, 0.905443], [0.048109, 2.858814, -1.307462], [-0.935849, 2.378245, -3.799827], [-1.274337, 0.331291, -4.575899], [-0.978778, -1.737229, -3.074259], [-0.404261, -1.310203, -0.695283], [1.747947, -0.777362, 2.857792], [0.802473, -2.035137, 2.895082], [2.574734, -1.215181, 3.407525], [2.020197, -0.412749, 1.809541], [1.397618, 0.115869, 3.532455], [0.673417, -2.565057, 1.859780], [-0.207282, -1.912092, 3.502626], [1.187308, -2.857561, 3.416975]], "atomic_forces_ev_per_a": [[-1.0473, -4.2106, 4.1167], [0.8843, 1.5058, -1.5665], [-0.6394, -2.8859, 0.2514], [0.5070, -3.3256, -2.1033], [-0.3373, 2.0603, 2.8828], [-0.2874, -0.8606, -2.2797], [0.5039, 0.4297, 4.6624], [1.2763, 2.9198, -0.7613], [-0.5916, -0.1968, -1.4162], [0.8325, -0.6565, -0.2523], [-0.5610, 0.9041, -0.1367], [0.0580, 2.4594, -1.2940], [-0.1716, -0.2184, -1.1432], [0.3467, 0.8091, 0.0778], [-0.7640, 1.2541, -1.0124], [-0.8144, 0.3056, 0.7795], [-2.7001, 0.4304, -1.3226], [0.9112, 0.7364, -0.3983], [-0.3791, -0.5849, 1.6322], [0.3491, -1.6824, -1.5406], [-0.3843, 1.5180, 1.5935], [1.6723, 0.1744, -1.8900], [1.3363, -0.8856, 1.1207]]}